Entry from the OMol25 dataset: a molecular structure, C42H61BrN2NiO5PSe (the ωB97M-V functional and the def2-TZVPD basis).

max |F|	0.26	eV/A
energy above the lowest of the compared OMol25 structures with the same formula, charge and spin	0.0000	eV
LUMO level (alpha / beta)	2.1 / 2.1	eV
total charge	-1
HOMO-LUMO gap (alpha / beta)	0.19994 / 0.20012	Eh

XYZ file:
```
114
Properties=species:S:1:pos:R:3:forces:R:3
Ni -0.842657 -0.400266 -0.879005 0.23 0.10 -0.05
C -1.779984 3.564789 5.411371 0.00 0.02 0.00
C -0.423332 3.762977 4.722711 -0.01 0.00 -0.01
C 0.663867 3.059228 5.545949 0.01 0.01 0.01
C -0.114389 5.260312 4.703246 0.00 -0.02 0.02
C -0.465404 3.163385 3.318654 -0.01 0.01 0.02
C -0.750161 1.820278 3.147316 0.02 -0.04 0.00
C -0.766582 1.240874 1.887794 -0.09 -0.02 0.13
Se -1.079208 -0.649557 1.784520 -0.09 0.16 -0.06
C 0.750898 -1.212023 1.800323 -0.01 -0.04 0.04
C 1.306049 -1.553457 3.027603 0.01 0.02 -0.02
C 2.635378 -1.919314 3.125266 0.01 -0.01 0.00
C 3.363229 -1.932214 1.933433 -0.02 0.00 0.03
C 2.854494 -1.605546 0.687644 0.00 -0.03 -0.02
C 1.486919 -1.212257 0.597911 0.02 -0.03 -0.11
O 0.964020 -0.878220 -0.548518 -0.05 0.02 0.06
C 3.829817 -1.687836 -0.502219 0.00 0.01 0.01
C 3.246733 -1.353344 -1.879466 0.00 0.00 0.00
C 4.384288 -3.118853 -0.588403 0.00 0.00 -0.01
C 4.989850 -0.709618 -0.256629 -0.01 -0.01 0.00
C 3.316658 -2.275976 4.443422 0.00 0.00 0.00
C 2.351554 -2.185893 5.625206 0.02 0.00 0.01
C 4.478245 -1.306490 4.701390 -0.01 0.00 0.00
C 3.862258 -3.708866 4.376432 -0.01 0.01 0.01
C -0.512831 1.977318 0.714072 0.05 -0.10 -0.24
O -0.527210 1.446570 -0.479980 -0.13 -0.02 0.11
C -0.226875 3.364874 0.879772 0.01 0.05 0.09
C -0.211273 3.898951 2.160565 0.04 -0.04 -0.08
C 0.035044 4.239431 -0.348565 0.02 -0.02 0.00
C -1.230564 4.262875 -1.214880 -0.02 0.06 -0.08
C 0.367176 5.689882 0.017807 -0.04 -0.05 0.01
C 1.224678 3.696718 -1.155453 -0.01 0.01 0.01
H -1.759535 3.974918 6.424363 0.00 0.01 0.03
H -2.570425 4.066744 4.850877 -0.01 0.01 -0.01
H -2.039318 2.508364 5.480012 -0.01 -0.02 0.00
H 0.704907 3.468527 6.558772 0.01 0.01 0.03
H 0.472716 1.987992 5.620556 0.00 -0.01 0.00
H 1.641185 3.190428 5.078672 0.02 0.00 -0.01
H -0.100864 5.643642 5.726015 0.00 0.00 0.01
H 0.860356 5.463403 4.257125 0.02 0.00 -0.01
H -0.868828 5.817437 4.145361 -0.02 0.01 -0.01
H -0.948666 1.184806 4.002985 0.00 -0.01 0.01
H 0.672271 -1.509382 3.903159 -0.02 0.00 0.00
H 4.408201 -2.216790 1.985994 0.01 0.00 0.01
H 2.426624 -2.013499 -2.152139 -0.02 -0.02 -0.01
H 2.871691 -0.334305 -1.926953 -0.01 0.03 0.00
H 4.047914 -1.466651 -2.616518 0.00 0.00 -0.02
H 3.572499 -3.827105 -0.763044 -0.02 -0.02 0.00
H 5.090273 -3.195894 -1.418811 0.02 0.00 -0.02
H 4.902421 -3.419308 0.322908 0.01 -0.01 0.01
H 4.613516 0.312160 -0.192878 -0.01 0.03 0.00
H 5.523566 -0.930233 0.668426 0.02 0.00 0.02
H 5.704902 -0.760807 -1.081436 0.01 0.00 -0.02
H 1.953906 -1.176166 5.739433 -0.01 0.02 0.00
H 1.512005 -2.873369 5.509912 -0.02 -0.02 0.00
H 2.875637 -2.446895 6.547112 0.00 0.00 0.01
H 4.111962 -0.280377 4.760974 -0.01 0.02 0.00
H 4.980518 -1.551088 5.640953 0.01 0.00 0.02
H 5.218286 -1.350068 3.901976 0.02 0.00 -0.02
H 3.051134 -4.419232 4.207737 -0.01 -0.01 0.00
H 4.579652 -3.823520 3.563515 0.02 0.00 -0.02
H 4.364790 -3.972647 5.310658 0.01 -0.01 0.02
H 0.018991 4.946595 2.265558 0.01 0.07 -0.01
H -2.051034 4.732750 -0.666913 -0.02 0.01 0.00
H -1.051416 4.838538 -2.126933 -0.01 0.02 -0.02
H -1.529181 3.257338 -1.496435 0.00 -0.04 -0.01
H -0.452558 6.175809 0.550327 -0.02 0.01 0.02
H 1.268526 5.758510 0.629915 0.02 0.00 0.02
H 0.543931 6.253563 -0.900892 0.00 -0.01 0.00
H 1.057348 2.670588 -1.467342 -0.01 -0.05 -0.01
H 1.379889 4.314731 -2.043859 0.01 0.02 -0.02
H 2.133871 3.734683 -0.551102 0.03 -0.01 0.01
C -0.021051 -4.230847 -3.186772 -0.01 -0.02 -0.04
O -0.196230 -2.895066 -2.706975 0.13 0.07 -0.09
P -1.014650 -2.561053 -1.396332 0.10 -0.02 0.10
O -0.334466 -3.551040 -0.337125 0.04 0.00 -0.05
C -0.967130 -3.977792 0.867746 0.01 -0.08 0.00
O -2.433406 -3.291033 -1.547954 0.03 -0.01 0.03
C -3.245699 -2.980715 -2.706799 -0.08 -0.09 0.01
H 0.465866 -4.143869 -4.154505 -0.02 0.00 0.01
H -0.985844 -4.724702 -3.307856 0.02 0.00 0.00
H 0.602847 -4.798330 -2.497120 0.00 0.01 0.00
H -1.183391 -5.043355 0.786968 -0.03 0.01 0.00
H -1.898091 -3.441994 1.048189 -0.02 0.02 0.03
H -0.272997 -3.800903 1.688257 -0.03 0.02 -0.01
H -3.298892 -3.874636 -3.328036 -0.03 -0.01 0.02
H -2.848193 -2.176342 -3.333019 -0.04 0.05 0.01
H -4.240812 -2.730160 -2.344030 -0.02 0.05 -0.06
Br -0.848204 1.141672 -3.734267 0.09 -0.06 0.04
C -2.496377 0.901465 -2.887245 -0.05 -0.10 0.07
C -3.628632 1.483997 -3.436485 -0.01 0.01 -0.03
C -4.828758 1.325735 -2.778197 0.02 0.04 0.03
C -4.872948 0.569712 -1.612869 0.05 -0.02 0.00
C -3.702715 0.010851 -1.151956 -0.05 -0.01 0.06
N -2.525491 0.181969 -1.768993 0.04 0.10 0.01
H -3.549786 2.020804 -4.369212 0.00 -0.01 -0.01
H -5.727991 1.773380 -3.178753 0.00 0.00 0.00
H -5.796880 0.407645 -1.076987 0.00 0.00 0.01
H -3.670502 -0.592288 -0.252943 -0.01 0.01 0.00
C -5.438806 -0.859447 -5.109839 -0.07 0.01 -0.02
C -4.158780 -0.895865 -5.890535 -0.09 -0.01 0.04
C -3.994835 -0.691772 -7.254431 0.00 0.01 -0.03
C -2.621631 -0.913078 -7.513307 -0.02 0.05 -0.01
C -2.049995 -1.232415 -6.288974 -0.02 0.01 0.07
C -0.628540 -1.618844 -6.015277 0.06 -0.01 0.08
N -2.978455 -1.217483 -5.291413 0.06 -0.02 -0.09
H -6.225520 -1.437569 -5.603184 -0.02 -0.01 0.01
H -5.836918 0.153393 -4.966220 0.00 -0.03 -0.03
H -5.283312 -1.288523 -4.117981 0.00 0.00 0.03
H -4.766551 -0.437434 -7.968574 -0.03 0.00 -0.02
H -2.117456 -0.865878 -8.469086 0.02 0.02 -0.02
H -0.385906 -2.604714 -6.426896 0.02 -0.05 -0.01
H -0.449608 -1.654864 -4.938677 0.01 0.00 -0.05
H 0.084382 -0.911588 -6.449710 0.01 0.02 0.01
```
Forces are in eV/Å.

These are the Löwdin partial charges, in e, on atoms 1 to 99: number 1, Ni, carries 0.280; number 2, C, carries -0.055; number 3, C, carries -0.562; number 4, C, carries -0.052; number 5, C, carries -0.073; number 6, C, carries -0.188; number 7, C, carries -0.089; number 8, C, carries -0.384; number 9, Se, carries 1.149; number 10, C, carries -0.402; number 11, C, carries -0.081; number 12, C, carries -0.184; number 13, C, carries -0.001; number 14, C, carries -0.071; number 15, C, carries -0.341; number 16, O, carries -0.202; number 17, C, carries -0.524; number 18, C, carries -0.055; number 19, C, carries -0.051; number 20, C, carries -0.050; number 21, C, carries -0.561; number 22, C, carries -0.071; number 23, C, carries -0.050; number 24, C, carries -0.052; number 25, C, carries -0.342; number 26, O, carries -0.200; number 27, C, carries -0.082; number 28, C, carries 0.020; number 29, C, carries -0.531; number 30, C, carries -0.042; number 31, C, carries -0.079; number 32, C, carries -0.042; number 33, H, carries 0.078; number 34, H, carries 0.088; number 35, H, carries 0.074; number 36, H, carries 0.078; number 37, H, carries 0.073; number 38, H, carries 0.089; number 39, H, carries 0.080; number 40, H, carries 0.084; number 41, H, carries 0.085; number 42, H, carries 0.093; number 43, H, carries 0.087; number 44, H, carries 0.097; number 45, H, carries 0.074; number 46, H, carries 0.085; number 47, H, carries 0.082; number 48, H, carries 0.086; number 49, H, carries 0.080; number 50, H, carries 0.069; number 51, H, carries 0.091; number 52, H, carries 0.070; number 53, H, carries 0.080; number 54, H, carries 0.081; number 55, H, carries 0.084; number 56, H, carries 0.081; number 57, H, carries 0.089; number 58, H, carries 0.079; number 59, H, carries 0.074; number 60, H, carries 0.087; number 61, H, carries 0.074; number 62, H, carries 0.079; number 63, H, carries 0.079; number 64, H, carries 0.087; number 65, H, carries 0.084; number 66, H, carries 0.050; number 67, H, carries 0.080; number 68, H, carries 0.083; number 69, H, carries 0.081; number 70, H, carries 0.059; number 71, H, carries 0.081; number 72, H, carries 0.087; number 73, C, carries -0.077; number 74, O, carries -0.289; number 75, P, carries 0.743; number 76, O, carries -0.280; number 77, C, carries -0.113; number 78, O, carries -0.300; number 79, C, carries -0.106; number 80, H, carries 0.088; number 81, H, carries 0.084; number 82, H, carries 0.085; number 83, H, carries 0.090; number 84, H, carries 0.063; number 85, H, carries 0.080; number 86, H, carries 0.087; number 87, H, carries 0.039; number 88, H, carries 0.076; number 89, Br, carries 0.918; number 90, C, carries -0.696; number 91, C, carries -0.092; number 92, C, carries -0.068; number 93, C, carries -0.047; number 94, C, carries -0.112; number 95, N, carries -0.032; number 96, H, carries 0.115; number 97, H, carries 0.111; number 98, H, carries 0.107; number 99, H, carries 0.109